114
Properties=species:S:1:pos:R:3:mulliken_spin:R:1 method="wB97M-V/def2-TZVPD" total_energy_ev=-203964.86884 multiplicity=3
Ti 1.10963 -0.31794 -0.47776 0.98
O -0.28545 0.41410 0.51583 -0.06
S -0.13417 1.56325 1.52654 0.22
C -1.83142 2.17265 1.20515 -0.03
C -2.82184 1.99033 2.21949 0.01
C -4.20493 2.57689 2.05305 -0.03
C -4.37571 3.51882 0.91883 0.02
C -5.55700 4.38008 0.65470 0.00
C -5.09870 5.55385 -0.11081 0.00
C -3.68291 5.04423 -0.60652 0.01
C -2.85170 5.33990 -1.52970 0.00
C -1.61071 4.62017 -1.61639 0.00
C -1.16151 3.61400 -0.77895 0.00
P 0.25147 2.51429 -1.39058 -0.01
C 1.52724 3.75227 -1.85441 0.00
C 2.09778 4.38784 -0.78909 -0.01
C 3.24761 5.22401 -0.98053 0.00
C 3.82566 5.33075 -2.25841 0.00
C 3.13891 4.80962 -3.35734 0.00
C 2.04027 4.01205 -3.16923 0.00
C -0.74628 1.88464 -2.82535 -0.01
C -0.23741 1.38229 -3.99108 0.00
C -0.94667 0.38849 -4.73420 0.00
C -2.10801 -0.13426 -4.31829 0.00
C -2.77432 0.42496 -3.21753 0.00
C -2.06705 1.42275 -2.49667 0.01
C -2.06175 3.24119 0.27382 0.01
C -3.20759 3.86440 0.34313 -0.01
C 0.09169 0.79840 3.08995 -0.05
C 0.01413 1.89916 4.02249 0.48
C 0.12527 1.65257 5.51558 -0.17
C -0.24809 0.37440 5.83969 0.27
C -0.42038 -0.13743 7.39730 -0.02
C -0.92749 -1.59279 7.07497 0.00
C -0.61266 -1.88769 5.53479 0.09
C -0.44458 -3.02761 4.80987 -0.03
C -0.05317 -2.99298 3.52407 0.08
C -0.05338 -1.79302 2.73128 0.01
P 0.80250 -2.10759 1.17462 -0.09
C 2.45842 -2.57489 1.69632 0.00
C 3.29072 -3.25495 0.66139 0.01
C 4.64617 -3.55177 1.09155 0.00
C 4.98231 -3.21177 2.38825 0.00
C 4.15909 -2.68094 3.33364 0.00
C 2.91051 -2.28294 2.96378 0.02
C -0.14125 -3.58261 0.59264 0.01
C -1.54821 -3.66571 0.66132 -0.01
C -2.26841 -4.71785 0.20401 0.00
C -1.58343 -5.80849 -0.28067 0.00
C -0.23983 -5.85763 -0.30915 0.00
C 0.49952 -4.73819 0.09726 0.00
C -0.18311 -0.50877 3.42306 0.05
C -0.49140 -0.64280 4.79700 -0.08
H -2.59179 1.57845 3.06606 0.05
H -4.92687 2.64295 2.91731 0.00
H -6.27339 3.75390 0.04103 0.00
H -6.10269 4.64638 1.54402 0.00
H -5.85423 5.69506 -0.99286 0.00
H -4.83480 6.30437 0.48588 0.00
H -3.16304 5.84800 -2.41569 0.00
H -1.06977 5.02036 -2.41489 0.00
H 1.80623 4.24048 0.24855 0.01
H 3.82890 5.57519 -0.11637 0.00
H 4.79990 5.72471 -2.46991 0.00
H 3.49372 5.05520 -4.35461 0.00
H 1.46539 3.53356 -4.03616 0.00
H 0.81124 1.62587 -4.19830 0.00
H -0.32774 -0.20357 -5.55941 0.00
H -2.55987 -1.04651 -4.76016 0.00
H -3.81888 0.20042 -2.81927 0.00
H -2.70238 1.89290 -1.84071 0.00
H 0.09922 2.93620 3.72614 0.05
H 0.20517 2.51044 5.97430 0.00
H 0.56794 -0.34429 7.71390 0.01
H -0.80887 0.77857 7.79332 0.01
H -0.92062 -2.36531 7.89113 0.00
H -1.94602 -1.52807 6.93633 0.01
H -0.44335 -4.01404 5.30680 0.00
H -0.02645 -3.87288 2.91075 0.03
H 3.01631 -3.18978 -0.45750 0.00
H 5.39101 -4.03894 0.27622 0.00
H 5.95985 -3.65223 2.76656 0.00
H 4.54892 -2.42797 4.28495 0.00
H 2.28112 -1.72441 3.67748 0.00
H -2.17207 -2.86833 1.11127 0.00
H -3.35139 -4.67776 0.23738 0.00
H -2.22415 -6.49876 -0.75427 0.00
H 0.36396 -6.62568 -0.81692 0.00
H 1.55804 -4.76658 0.12364 0.00
S 3.06624 0.76627 0.64831 -0.01
C 3.56162 0.92493 -1.00800 0.00
C 4.82512 1.36736 -1.38306 0.00
C 5.18046 1.23039 -2.68073 0.00
C 4.39256 0.50301 -3.52743 0.00
C 3.10440 0.14751 -3.10953 0.00
N 2.66216 0.43981 -1.84201 0.04
H 5.40145 1.64998 -0.54887 0.00
H 6.13800 1.49229 -3.09963 0.00
H 4.45205 0.30289 -4.58151 0.00
H 2.32298 -0.20068 -3.81741 0.00
Br -2.93860 -6.23027 -5.24804 0.00
C -1.86899 -4.89432 -4.41309 0.00
C -2.58154 -3.92010 -3.58446 0.00
C -1.84216 -2.98130 -2.96865 0.00
C -0.51323 -3.06248 -3.02149 0.01
C 0.22045 -3.96937 -3.70313 0.01
C -0.49383 -4.88159 -4.49797 0.00
C 0.24734 -2.09631 -2.15149 0.02
O -0.44458 -1.25277 -1.44957 0.06
O 1.48925 -2.21627 -1.98206 0.01
H -3.61817 -4.02745 -3.51804 0.00
H -2.24533 -2.24041 -2.25844 0.00
H 1.28943 -3.83022 -3.51413 0.00
H -0.12399 -5.82049 -5.00837 0.00